Entry 1:
9
Properties=species:S:1:pos:R:3:forces:R:3:nbo_charge:R:1 method="wB97M-V/def2-TZVPD" orbital_gap_ev=9.4 total_charge=0 homo_ha=-0.3248 de_lowest_ev=3.543
C 0.05888 0.57560 -0.56470 -3.1 2.0 0.6 -0.10
N -0.62146 -0.30544 0.41272 -1.3 -1.1 1.0 -0.48
N 0.19192 -1.31820 -0.14740 1.0 -0.6 -0.8 -0.28
N 1.03286 -0.47963 -0.82865 0.9 0.3 -0.9 -0.17
Cl 2.53797 0.12396 0.16405 0.3 -0.2 0.5 -0.17
H -0.66234 0.70075 -1.47904 1.6 -0.1 1.5 0.22
H 0.24803 1.55449 -0.00613 0.6 -1.2 -1.6 0.23
H -0.51717 -0.20928 1.43700 0.6 0.6 -0.9 0.36
H 0.63451 -2.13814 0.26331 -0.6 0.3 0.5 0.39

Entry 2:
102
Properties=species:S:1:pos:R:3:forces:R:3:mulliken_charge:R:1 method="wB97M-V/def2-TZVPD" orbital_gap_ev="6.4 / 6.7" total_charge=+1 homo_ha="-0.3665 / -0.3747" s2=0.777 spin_multiplicity=2 de_lowest_ev=1.917
V -1.40486 0.74927 0.71654 0.2 2.8 -3.7 -0.77
C -3.98891 0.46999 -3.09277 0.1 0.4 0.7 -1.19
Si -4.18456 0.94425 -1.25767 -0.3 -0.7 -0.2 0.04
C -5.76305 2.00331 -1.06380 0.7 -0.2 0.0 -1.11
C -4.48037 -0.71858 -0.35527 0.2 0.6 -0.2 -0.76
C -2.61468 1.82390 -0.57969 0.0 0.0 0.9 2.20
Si -1.66684 2.85479 -1.90380 0.5 0.6 -0.5 0.29
C -2.84199 4.17335 -2.62491 0.3 -0.6 0.4 -1.08
C -0.94148 1.89086 -3.39979 -0.5 0.1 0.7 -0.97
C -0.22983 3.86929 -1.12169 -0.6 -0.5 0.0 -0.76
Si -2.96791 2.84663 0.99477 -1.1 0.8 0.3 -0.49
C -3.81028 4.54583 0.94475 0.5 -0.5 -0.2 -1.27
C -3.83761 1.86803 2.40092 0.3 0.1 -0.6 -0.78
C -1.21683 3.07130 1.78748 -0.6 0.3 -0.1 -0.42
C -0.76369 4.23566 2.38523 0.2 0.2 0.1 -0.82
C 0.49112 4.27928 2.97372 -0.2 -0.3 -0.2 -0.60
C 1.26266 3.12154 2.97433 -0.2 0.0 -0.1 -0.81
C 0.75306 1.98883 2.37630 0.7 -0.3 0.1 -0.59
N -0.44242 1.97604 1.77509 1.2 1.2 1.9 1.56
H -4.81804 -0.15372 -3.40710 -0.3 -0.1 0.1 0.42
H -3.07609 -0.08384 -3.27792 0.2 -0.1 0.0 0.31
H -3.98342 1.34413 -3.73041 0.0 0.3 -0.2 0.30
H -6.59440 1.52641 -1.57240 -0.1 -0.2 -0.1 0.42
H -5.64165 2.98645 -1.50432 0.1 0.3 -0.1 0.34
H -6.05757 2.14228 -0.02860 0.0 0.0 0.3 0.33
H -5.38030 -1.19747 -0.72979 -0.2 0.0 -0.2 0.67
H -4.60621 -0.59268 0.71586 0.0 0.0 0.2 0.12
H -3.65285 -1.40707 -0.52342 0.1 0.0 0.0 0.01
H -3.62499 3.72635 -3.22611 -0.2 -0.1 -0.2 0.30
H -2.29615 4.86349 -3.25866 0.2 0.1 -0.2 0.38
H -3.31970 4.75875 -1.84851 -0.1 0.1 0.2 0.25
H -1.57872 2.04548 -4.26095 -0.2 0.1 -0.2 0.46
H -0.85896 0.82053 -3.24590 0.0 -0.1 0.1 0.02
H 0.04638 2.25438 -3.66329 0.2 0.2 0.1 0.42
H -0.60411 4.50730 -0.32601 0.0 0.2 0.1 0.22
H 0.19666 4.52364 -1.87565 0.0 0.1 -0.3 0.54
H 0.58505 3.26658 -0.72191 0.0 -0.1 0.0 -0.06
H -4.73457 4.48738 0.38407 -0.2 -0.1 -0.2 0.41
H -3.18601 5.30003 0.48121 0.1 0.2 -0.2 0.41
H -4.06180 4.88551 1.94444 0.0 -0.1 0.3 0.43
H -4.88012 1.68681 2.15721 -0.2 -0.1 -0.1 0.33
H -3.81791 2.43263 3.33337 0.1 0.1 0.0 0.44
H -3.36840 0.90198 2.59412 -0.1 -0.1 0.1 -0.01
H -1.38596 5.11497 2.36413 -0.1 0.1 0.0 0.53
H 0.85457 5.19330 3.42097 0.0 0.0 0.0 0.50
H 2.24490 3.10733 3.41797 0.1 -0.1 0.1 0.51
H 1.31058 1.05549 2.35523 -0.1 0.2 -0.1 0.57
C -0.54499 -1.58331 2.92503 -0.3 0.0 -0.3 -1.18
C -1.66627 -1.86123 1.90874 0.7 -2.6 1.6 1.25
C -1.27686 -3.00404 0.95848 -0.2 0.6 0.1 -1.09
C -2.95359 -2.22561 2.66228 0.1 0.5 -0.4 -1.82
O -1.81489 -0.70666 1.17760 -2.3 -2.8 1.0 -0.33
H -0.43001 -2.40321 3.62671 0.0 -0.1 0.0 0.60
H -0.80245 -0.68057 3.48305 0.1 0.0 0.1 0.31
H 0.38983 -1.42960 2.38715 0.1 0.0 0.0 -0.38
H -1.00530 -3.88222 1.53175 0.1 -0.1 0.1 0.44
H -0.44126 -2.68855 0.33567 0.1 -0.1 0.0 -0.20
H -2.11799 -3.25353 0.31625 -0.1 0.0 -0.1 0.45
H -2.80670 -3.16812 3.18176 0.0 -0.1 0.0 0.47
H -3.78735 -2.32732 1.97182 -0.1 -0.1 0.0 0.34
H -3.19311 -1.45970 3.39803 -0.1 0.1 0.1 0.39
C 0.99989 -4.47368 -1.89151 0.5 0.6 0.0 -1.03
Si 2.29292 -3.11685 -2.28638 -0.2 -0.4 -0.2 0.53
C 1.78137 -2.23769 -3.90061 0.2 -0.1 0.7 -0.93
C 4.00534 -3.92963 -2.51667 -0.6 0.4 0.2 -1.00
Si 2.47877 -1.63135 -0.37275 0.4 -0.2 -0.1 0.08
Te 0.52925 0.09953 -0.69075 1.3 -0.6 -1.0 -0.53
Si 2.96613 -2.85417 1.70695 0.2 -0.1 0.5 0.93
C 1.78412 -4.23317 2.34606 0.2 0.6 -0.4 -1.16
C 3.27800 -1.52725 3.07108 -0.2 -0.4 -0.6 -0.94
C 4.61174 -3.77319 1.41390 -0.5 0.4 -0.2 -1.25
Si 4.31080 -0.08771 -0.80236 0.3 0.3 0.0 0.58
C 4.20438 0.46540 -2.62867 -0.2 -0.2 0.7 -1.03
C 6.04217 -0.86710 -0.54485 -0.7 0.1 0.0 -1.27
C 4.14851 1.43171 0.35534 -0.1 -0.5 -0.4 -0.89
H 1.09937 -5.33085 -2.54957 0.1 -0.1 -0.2 0.45
H -0.01006 -4.09389 -2.00419 -0.2 0.2 0.0 0.25
H 1.10536 -4.83593 -0.87487 0.1 -0.1 0.3 0.18
H 1.58793 -2.95367 -4.69238 0.0 -0.3 -0.1 0.40
H 2.55078 -1.56411 -4.25709 0.2 0.2 0.0 0.29
H 0.88081 -1.64921 -3.75876 -0.2 0.1 0.1 0.15
H 3.98240 -4.71509 -3.26484 -0.2 -0.1 -0.2 0.43
H 4.35498 -4.37345 -1.59261 0.1 -0.1 0.3 0.28
H 4.74743 -3.20514 -2.83205 0.2 0.2 -0.1 0.27
H 0.96872 -3.85904 2.95106 -0.1 0.1 0.1 0.29
H 2.32642 -4.95162 2.95427 0.3 0.0 0.1 0.49
H 1.34825 -4.78728 1.52060 -0.1 -0.1 -0.2 0.22
H 2.60688 -0.67903 2.96875 -0.1 0.1 0.0 0.03
H 4.29139 -1.14534 2.99290 0.2 0.1 -0.1 0.40
H 3.15763 -1.91478 4.07862 0.0 -0.2 0.1 0.45
H 4.45361 -4.71684 0.90431 -0.1 -0.2 -0.2 0.35
H 5.10378 -4.00210 2.35481 0.0 0.1 0.3 0.40
H 5.29843 -3.18842 0.81688 0.2 0.2 -0.1 0.23
H 4.46203 -0.34950 -3.29712 0.1 -0.2 -0.1 0.28
H 4.88974 1.28204 -2.83333 0.2 0.2 0.1 0.42
H 3.20175 0.79743 -2.88152 -0.2 0.1 0.0 0.23
H 6.08250 -1.87813 -0.93626 0.0 -0.2 -0.1 0.34
H 6.32477 -0.90429 0.50190 0.0 0.0 0.3 0.36
H 6.80503 -0.29254 -1.06295 0.0 0.2 -0.1 0.42
H 3.34757 2.08283 0.01796 -0.2 0.1 -0.1 0.17
H 5.06252 2.01620 0.38092 0.2 0.1 -0.1 0.50
H 3.92580 1.13050 1.37408 0.0 -0.1 0.2 0.17

Entry 3:
104
Properties=species:S:1:pos:R:3:forces:R:3:mulliken_charge:R:1 method="wB97M-V/def2-TZVPD" orbital_gap_ev=3.7 total_charge=+1 homo_ha=-0.3402 de_lowest_ev=5.875
C 2.89220 1.75242 0.05077 -2.3 -0.2 3.4 -1.26
C 1.43220 1.30442 -0.53123 3.0 0.4 1.2 1.00
C 1.40520 -0.24458 -0.53223 0.5 1.0 -2.5 -0.35
C 0.01620 -0.74658 -0.95523 0.7 10.8 0.5 -1.40
C -1.00680 -0.37558 0.14077 -3.3 10.2 -14.8 -3.45
C -1.01380 1.13542 0.43977 -2.1 -0.7 0.5 1.95
N 0.33920 1.82642 0.34477 -0.6 4.3 0.1 1.05
O 0.37520 3.02342 0.71877 0.2 -4.9 -0.9 -0.34
C -1.55880 1.38842 1.86677 -6.6 1.3 -6.8 -2.89
C -1.89280 1.84742 -0.58723 0.5 0.6 -2.3 -0.88
C 1.31520 2.00842 -1.86723 -0.5 3.2 -2.4 -1.08
H 2.95620 1.27042 1.09377 0.1 0.5 -1.5 0.23
H 3.07920 2.82442 0.27477 -0.6 -0.5 -0.8 0.40
H 3.66420 1.35242 -0.54123 0.7 -0.5 -1.0 0.27
H 2.01920 -0.55458 0.30677 -1.2 -0.7 0.9 0.17
H 2.16620 -0.44958 -1.29123 -0.2 -0.2 -0.5 -0.17
H -0.30280 -1.58458 -0.97023 -1.6 -11.9 -0.7 1.47
H -0.53780 -0.37458 -1.89023 1.9 0.2 0.6 -0.01
H -0.74380 -0.77258 0.81877 6.1 -9.4 16.4 2.61
H -1.92280 -0.82958 -0.13723 -1.4 0.6 -0.3 0.34
H -2.37780 0.72242 2.25177 -0.7 1.2 -1.7 0.25
H -1.62080 2.35542 2.08977 -0.3 3.7 1.3 0.66
H -1.01280 0.86342 2.32677 9.1 -6.0 7.5 1.25
H -1.77680 1.40242 -1.69223 0.0 1.3 2.4 -0.43
H -1.61880 2.97142 -0.51023 -1.2 -1.8 -0.5 0.54
H -2.91480 1.54742 -0.28323 0.4 0.7 -0.2 0.29
H 0.55320 1.48842 -2.55523 0.7 1.3 1.1 0.04
H 2.28520 2.04642 -2.51823 -1.4 -0.5 1.7 0.38
H 1.11420 3.28642 -1.64923 0.2 -4.0 -0.8 0.27
N 5.41920 -0.72558 2.12277 1.1 -2.4 -2.2 0.17
C 5.45820 -1.06258 0.76177 3.1 0.8 -3.2 -0.13
C 6.88320 -1.52658 0.32377 -2.3 2.0 5.2 -0.77
C 7.56320 -1.58658 1.73977 -5.9 1.1 -0.6 -0.65
C 6.54020 -1.20158 2.79577 2.1 -0.1 -6.1 -0.39
H 4.53920 -0.46158 2.52077 -0.1 0.1 0.4 0.29
H 4.63720 -0.72658 -0.03023 1.8 -0.7 2.2 0.29
H 7.39820 -1.51058 -0.72123 -1.4 -0.3 2.3 0.32
H 8.49120 -2.00658 1.96977 1.3 -0.4 0.2 0.42
H 6.52020 -1.20258 3.82977 0.5 0.0 1.7 0.48
N -1.27780 -2.98058 4.91377 2.4 -3.0 1.8 0.08
C -0.55080 -3.50558 6.01177 -3.7 10.5 2.1 -0.83
C -0.56880 -2.39158 7.04777 -2.2 -0.7 -4.7 -0.25
C -1.34880 -1.26658 6.37277 1.0 -1.6 -0.1 -0.62
C -1.74980 -1.72158 5.03677 -0.3 0.4 1.6 0.03
H -1.27280 -3.56958 4.10077 -0.5 0.4 -0.5 0.24
H -0.10080 -4.33958 6.20077 2.2 -5.2 0.0 0.59
H -0.29280 -2.42158 8.11677 0.1 0.0 -1.0 0.38
H -1.43780 -0.26458 6.89377 -0.4 -1.4 -1.1 0.30
H -2.50080 -1.50858 4.18677 1.5 0.6 1.8 0.11
N -2.34480 -1.52458 -4.14723 -3.5 5.7 1.6 -0.12
C -3.18080 -1.36658 -2.96823 1.3 3.6 -2.0 -0.88
C -3.65680 0.04842 -2.89523 1.9 -3.5 -3.2 -0.19
C -3.21580 0.75442 -4.10323 3.6 -1.9 -2.1 -0.59
C -2.24880 -0.27458 -4.85623 -2.1 0.3 2.5 -0.24
H -1.59580 -2.11958 -4.19723 1.7 -2.1 -0.1 0.32
H -3.10580 -2.09558 -2.17823 -0.4 -0.2 -0.1 0.53
H -4.39880 0.29042 -2.17223 -0.3 0.6 0.3 0.73
H -3.23980 1.89742 -4.51423 -0.3 -3.2 1.5 0.24
H -1.49880 -0.29958 -5.75823 -2.0 0.6 1.9 0.31
N -6.13580 2.90642 -0.40423 -2.5 -3.7 -0.3 -0.01
C -7.40780 2.83442 -1.14423 0.6 2.7 -0.1 -0.35
C -7.75480 4.08742 -1.78323 3.7 0.8 1.1 -0.49
C -6.53380 4.96342 -1.36523 1.0 -3.8 1.6 -0.41
C -5.54380 4.08942 -0.52223 -8.4 2.6 -5.1 -0.43
H -5.82280 1.98842 0.10377 -0.6 2.8 -1.3 0.18
H -8.08980 2.01542 -1.00023 0.4 -0.4 0.0 0.37
H -8.59480 4.43442 -2.59523 2.2 -1.3 2.7 0.26
H -6.24080 6.01742 -1.51423 -0.6 -0.8 -0.3 0.35
H -4.69580 4.52142 -0.27923 4.2 1.0 1.8 0.56
C -5.73780 -1.94058 2.40177 4.9 -3.9 -3.5 -0.88
N -4.72380 -1.08058 1.78077 3.0 -1.0 2.8 0.91
O -3.51680 -1.32858 1.95577 -0.8 -1.0 0.4 -0.53
O -5.02880 -0.14958 1.17277 -2.3 3.9 -2.9 -0.53
H -6.49780 -2.01158 1.72377 -2.0 -0.3 -1.9 0.39
H -6.13780 -1.71058 3.27477 -0.9 1.6 4.2 0.33
H -5.05380 -2.86658 2.36177 -2.0 0.7 0.8 0.29
C 4.07720 -1.22558 -4.11123 -2.9 -0.1 2.6 -0.73
N 4.30220 0.19242 -3.63123 -2.0 -1.8 1.9 0.95
O 3.80220 1.11342 -4.18823 -0.4 1.4 -2.3 -0.56
O 4.70620 0.28242 -2.50023 1.4 -0.1 1.2 -0.53
H 4.54120 -1.90858 -3.35623 -0.5 0.6 -1.1 0.25
H 4.39220 -1.22458 -5.06123 1.9 -0.5 -3.4 0.39
H 2.91420 -1.40358 -4.29023 2.3 0.6 1.1 0.23
C 2.23520 -1.68158 4.69577 -2.3 3.6 3.9 -0.98
N 2.02320 -1.33658 3.35677 1.0 -2.8 -5.2 1.02
O 2.57120 -0.37458 2.87977 -0.1 1.9 0.4 -0.61
O 1.54720 -2.20358 2.55677 -0.1 1.5 2.5 -0.50
H 3.08320 -1.17758 5.19977 -0.4 -0.1 -1.0 0.29
H 2.27820 -2.68958 4.76077 0.0 -3.1 0.3 0.45
H 1.28320 -1.27758 5.26877 1.6 -1.1 -0.9 0.20
C 1.40820 4.21342 -5.50923 1.2 1.8 1.5 -0.80
N 0.34520 3.37642 -5.00123 -2.0 -1.9 -0.3 0.91
O 0.38120 2.17242 -5.33723 -0.1 1.8 1.2 -0.50
O -0.62180 3.93142 -4.47423 1.3 -1.0 -0.1 -0.51
H 2.42920 4.13342 -4.92323 -2.5 0.6 -0.6 0.24
H 0.86020 5.18142 -5.69023 1.5 -0.6 0.5 0.32
H 1.63620 3.74942 -6.40023 0.6 -0.7 -2.2 0.35
C 3.90420 -4.23258 0.62477 1.2 0.9 -0.7 -0.43
N 2.85120 -3.83058 -0.40623 -1.9 -2.6 0.8 0.81
O 1.77420 -4.44858 -0.45623 1.4 0.9 0.6 -0.57
O 3.17820 -3.03658 -1.23323 0.6 1.4 -0.7 -0.37
H 4.22320 -3.22758 1.11977 0.1 -1.9 -1.3 0.06
H 4.65820 -4.76758 -0.11823 -1.1 1.4 2.2 0.28
H 3.55720 -4.88458 1.44177 -0.3 0.1 -0.9 0.25